[1]
{"formula": "C5H11NO2", "method": "the ωB97M-V functional and the def2-TZVPD basis", "smiles": "C=C(N)CCC=O.O", "charge": 0, "relative_energy_kcal_mol": 50.88, "gap_ev": 9.00, "elements": ["C", "C", "N", "C", "C", "C", "O", "H", "H", "H", "H", "H", "H", "H", "H", "H", "O", "H", "H"], "coordinates": [[-0.64, 1.75, -1.63], [-0.46, 0.84, -0.67], [-1.47, 0.54, 0.23], [0.80, 0.01, -0.37], [1.35, 0.32, 1.03], [0.92, -0.77, 2.03], [0.32, -0.49, 3.04], [-1.65, 2.15, -1.77], [0.04, 1.83, -2.44], [-2.31, 1.09, 0.26], [-1.28, -0.06, 1.01], [1.63, 0.45, -0.93], [0.64, -1.07, -0.58], [0.96, 1.29, 1.39], [2.44, 0.54, 1.06], [1.02, -1.80, 1.67], [-0.60, -1.71, -2.84], [-0.15, -1.12, -2.21], [-0.47, -2.63, -2.57]]}

[2]
{"formula": "C6H6N2", "method": "the ωB97M-V functional and the def2-TZVPD basis", "charge": 0, "relative_energy_kcal_mol": 121.53, "gap_ev": 8.78, "elements": ["C", "C", "C", "C", "C", "C", "H", "H", "H", "H", "H", "H", "N", "N"], "coordinates": [[0.07, 1.96, 0.03], [1.47, -0.14, 0.17], [1.19, -1.65, 0.02], [-0.20, -1.76, 0.04], [-0.80, -0.51, -0.02], [-2.19, -0.12, 0.02], [-0.85, 1.94, -0.71], [1.09, 2.44, -0.94], [0.01, 2.69, 1.17], [2.56, 0.14, 0.34], [1.88, -2.56, -0.40], [-1.07, -2.45, 0.19], [0.28, 0.46, 0.02], [-3.42, -0.42, 0.07]]}

[3]
{"formula": "C8H20", "method": "the ωB97M-V functional and the def2-TZVPD basis", "smiles": "CCCC.CCCC", "charge": 0, "relative_energy_kcal_mol": 0.97, "gap_ev": 12.24, "elements": ["C", "C", "C", "C", "H", "H", "H", "H", "H", "H", "H", "H", "H", "H", "C", "C", "C", "C", "H", "H", "H", "H", "H", "H", "H", "H", "H", "H"], "coordinates": [[-3.02, 0.93, -0.45], [-2.29, 1.71, 0.62], [-1.25, 0.91, 1.38], [-0.52, 1.73, 2.43], [-2.31, 0.48, -1.15], [-3.70, 1.57, -1.01], [-3.60, 0.12, -0.01], [-3.00, 2.16, 1.32], [-1.79, 2.58, 0.17], [-0.52, 0.51, 0.67], [-1.69, 0.01, 1.82], [0.06, 2.52, 1.95], [0.18, 1.13, 3.01], [-1.20, 2.16, 3.15], [0.84, -2.77, -0.06], [1.93, -1.75, -0.37], [1.57, -0.85, -1.54], [2.71, 0.06, -1.99], [-0.06, -2.27, 0.28], [1.12, -3.43, 0.76], [0.63, -3.38, -0.94], [2.88, -2.25, -0.59], [2.11, -1.13, 0.51], [1.24, -1.45, -2.40], [0.71, -0.23, -1.28], [2.37, 0.76, -2.75], [3.54, -0.51, -2.38], [3.08, 0.65, -1.15]]}

[4]
{"formula": "C6H6O2", "method": "the ωB97M-V functional and the def2-TZVPD basis", "smiles": "O=C1C[C@H]2C=C[C@@H]1O2", "charge": 0, "relative_energy_kcal_mol": 71.20, "gap_ev": 8.97, "elements": ["O", "C", "C", "C", "C", "C", "C", "O", "H", "H", "H", "H", "H", "H"], "coordinates": [[2.53, -0.21, -0.10], [1.33, 0.03, 0.20], [0.52, 1.24, -0.14], [-0.89, 0.70, 0.25], [-1.39, -0.24, -0.65], [-0.37, -1.24, -0.59], [0.39, -1.02, 0.65], [-0.51, -0.27, 1.52], [0.65, 2.23, 0.30], [0.64, 1.35, -1.26], [-1.34, 1.52, 0.86], [-2.43, -0.16, -1.02], [-0.18, -2.13, -1.11], [1.04, -1.81, 1.08]]}

[5]
{"formula": "CHF3LuNO5S2", "method": "the ωB97M-V functional and the def2-TZVPD basis", "charge": 0, "relative_energy_kcal_mol": 0.00, "gap_ev": 6.04, "elements": ["O", "Lu", "H", "N", "S", "O", "O", "S", "O", "O", "C", "F", "F", "F"], "coordinates": [[0.00, 1.62, 0.16], [2.10, 1.76, -0.54], [1.29, 0.14, -2.63], [0.23, -0.64, 1.48], [1.51, -1.28, 0.54], [2.47, -0.04, 0.45], [2.12, -2.27, 1.48], [-0.69, 0.49, 0.90], [1.51, 1.14, -2.45], [-1.53, 1.09, 1.95], [-2.00, -0.34, -0.14], [-1.50, -0.82, -1.27], [-2.53, -1.36, 0.53], [-2.97, 0.52, -0.44]]}

[6]
{"formula": "C14H28ClN2O12P2", "method": "the ωB97M-V functional and the def2-TZVPD basis", "charge": -1, "gap_ev": 8.33, "elements": ["Cl", "O", "O", "O", "O", "C", "O", "P", "O", "O", "C", "O", "C", "H", "H", "H", "H", "H", "H", "H", "H", "H", "C", "O", "P", "O", "O", "C", "O", "C", "H", "H", "H", "H", "H", "H", "H", "H", "H", "N", "C", "C", "C", "C", "H", "H", "H", "H", "H", "N", "C", "C", "C", "C", "H", "H", "H", "H", "H"], "coordinates": [[0.88, -0.55, -1.28], [1.60, 0.56, -1.83], [-0.41, -0.71, -1.91], [1.63, -1.78, -1.42], [0.68, -0.28, 0.13], [-0.95, 0.02, 6.55], [-1.86, -0.36, 5.50], [-2.65, 0.77, 4.72], [-2.09, 2.11, 4.85], [-2.80, 0.21, 3.26], [-1.61, -0.21, 2.57], [-4.13, 0.63, 5.33], [-5.25, 0.50, 4.46], [-1.00, 1.09, 6.72], [0.06, -0.26, 6.24], [-1.24, -0.55, 7.42], [-1.87, -0.57, 1.58], [-1.08, -0.99, 3.12], [-0.91, 0.62, 2.46], [-6.08, 1.04, 4.93], [-5.52, -0.55, 4.32], [-5.10, 0.99, 3.51], [-1.15, 3.22, -0.45], [-1.16, 3.58, -1.85], [-2.51, 3.84, -2.59], [-2.36, 4.27, -3.97], [-3.35, 4.81, -1.65], [-3.17, 6.20, -1.82], [-3.36, 2.52, -2.36], [-3.13, 1.42, -3.25], [-0.69, 4.04, 0.09], [-0.52, 2.33, -0.37], [-2.15, 3.00, -0.10], [-2.34, 6.47, -2.48], [-2.96, 6.70, -0.87], [-4.09, 6.65, -2.20], [-2.59, 0.64, -2.73], [-2.58, 1.70, -4.15], [-4.10, 1.04, -3.57], [2.28, -4.19, -3.18], [2.87, -5.41, -3.17], [3.18, -5.75, -4.47], [2.72, -4.69, -5.29], [2.19, -3.73, -4.46], [2.06, -3.66, -2.35], [3.07, -5.97, -2.28], [3.67, -6.64, -4.81], [2.98, -4.58, -6.33], [1.82, -2.74, -4.68], [5.88, -2.51, 1.09], [6.23, -1.19, 1.19], [5.61, -0.53, 0.18], [4.78, -1.45, -0.52], [4.98, -2.67, 0.06], [6.12, -3.25, 1.72], [6.89, -0.88, 1.98], [5.69, 0.53, -0.01], [4.14, -1.17, -1.34], [4.72, -3.67, -0.24]]}